Formula: C23H25N3O5
Source: the Open Molecules 2025 dataset
Level of theory: ωB97M-V/def2-TZVPD

Last columns: bonded neighbours and bond lengths (Å).
Atoms and positions in Å:
1 C 5.412 0.514 1.685  O2 1.403, H32 1.095, H33 1.095, H34 1.089
2 O 4.882 1.668 1.087  C1 1.403, C3 1.377
3 C 3.716 1.555 0.363  O2 1.377, C4 1.378, C29 1.426
4 C 3.058 0.357 0.185  C3 1.378, C5 1.398, H35 1.078
5 C 1.853 0.323 -0.522  C4 1.398, C6 1.416, C27 1.413
6 C 0.941 -0.709 -0.850  C5 1.416, C7 1.378, H36 1.070
7 C -0.106 -0.124 -1.529  C6 1.378, C8 1.470, N26 1.375
8 C -1.357 -0.548 -2.174  C7 1.470, O9 1.230, N10 1.354
9 O -1.940 0.255 -2.900  C8 1.230
10 N -1.841 -1.798 -1.986  C8 1.354, C11 1.444, C25 1.446
11 C -1.360 -2.766 -1.028  N10 1.444, C12 1.545, H37 1.090, H38 1.099
12 C -2.539 -3.635 -0.533  C11 1.545, N13 1.441, H39 1.095, H40 1.091
13 N -3.767 -2.904 -0.355  C12 1.441, C14 1.453, C24 1.458
14 C -3.892 -2.163 0.889  N13 1.453, C15 1.515, H41 1.092, H42 1.096
15 C -2.799 -1.170 1.225  C14 1.515, C16 1.389, C20 1.399
16 C -1.772 -1.548 2.081  C15 1.389, C17 1.393, H43 1.080
17 C -0.746 -0.680 2.447  C16 1.393, C18 1.372, H44 1.077
18 C -0.793 0.591 1.932  C17 1.372, C19 1.396, O23 1.367
19 C -1.816 0.983 1.067  C18 1.396, C20 1.373, O21 1.369
20 C -2.822 0.125 0.696  C15 1.399, C19 1.373, H45 1.077
21 O -1.634 2.295 0.722  C19 1.369, C22 1.412
22 C -0.530 2.744 1.481  O21 1.412, O23 1.412, H46 1.105, H47 1.098
23 O 0.045 1.647 2.158  C18 1.367, C22 1.412
24 C -4.203 -2.232 -1.574  N13 1.458, C25 1.533, H48 1.099, H49 1.091
25 C -3.089 -2.155 -2.625  N10 1.446, C24 1.533, H50 1.091, H51 1.094
26 N 0.147 1.223 -1.644  C7 1.375, C27 1.353, H52 1.008
27 C 1.323 1.523 -1.046  C5 1.413, N26 1.353, C28 1.389
28 C 1.998 2.728 -0.902  C27 1.389, C29 1.384, H53 1.079
29 C 3.193 2.754 -0.203  C3 1.426, C28 1.384, O30 1.366
30 O 3.743 4.000 -0.095  C29 1.366, C31 1.410
31 C 5.111 4.176 0.193  O30 1.410, H54 1.091, H55 1.092, H56 1.092
32 H 5.690 -0.238 0.938  C1 1.095
33 H 4.712 0.073 2.402  C1 1.095
34 H 6.306 0.844 2.211  C1 1.089
35 H 3.446 -0.559 0.599  C4 1.078
36 H 1.089 -1.746 -0.629  C6 1.070
37 H -0.920 -2.238 -0.182  C11 1.090
38 H -0.597 -3.410 -1.485  C11 1.099
39 H -2.735 -4.437 -1.252  C12 1.095
40 H -2.265 -4.099 0.416  C12 1.091
41 H -4.857 -1.651 0.860  C14 1.092
42 H -3.937 -2.911 1.689  C14 1.096
43 H -1.771 -2.547 2.491  C16 1.080
44 H 0.041 -0.983 3.116  C17 1.077
45 H -3.605 0.457 0.034  C20 1.077
46 H -0.875 3.490 2.220  C22 1.105
47 H 0.219 3.201 0.821  C22 1.098
48 H -5.055 -2.784 -1.994  C24 1.099
49 H -4.540 -1.221 -1.340  C24 1.091
50 H -3.318 -1.385 -3.363  C25 1.091
51 H -2.965 -3.115 -3.135  C25 1.094
52 H -0.492 1.838 -2.123  N26 1.008
53 H 1.622 3.650 -1.317  C28 1.079
54 H 5.315 5.224 -0.030  C31 1.091
55 H 5.336 3.978 1.243  C31 1.092
56 H 5.741 3.543 -0.436  C31 1.092

Output
energy above the lowest of the compared OMol25 structures with the same formula, charge and spin: 70.7 kcal/mol
strongest force on any atom: 1.31 eV/Å
HOMO level: -7.52 eV
LUMO energy: 0.696 eV
spin multiplicity: 1
E: -38963.5045 eV